Record 1
The following is a DFT calculation (ωB97M-V with the def2-TZVPD basis set) of a 3-piece molecular cluster, C7H15BBr4F3NO5S overall at a distorted geometry.

Element x y z (Å)
N (-2.38859, 1.46666, 1.09672)
B (-1.71094, 0.26469, 0.59367)
O (-1.71567, -0.02728, -0.74105)
O (-1.02607, -0.52279, 1.54260)
S (-1.07528, -2.14495, 1.19625)
O (-1.63125, -2.74850, 2.36624)
O (0.48164, -2.70896, 1.13098)
C (1.46559, -1.86144, 1.70078)
C (1.90945, -0.74508, 0.73338)
O (1.83875, 0.45178, 1.45488)
C (3.33403, -0.92027, 0.21146)
F (4.18678, -0.55664, 1.13181)
F (3.52717, -0.07605, -0.78612)
F (3.60076, -2.11750, -0.19537)
H (-1.73616, 1.90944, 1.73730)
H (-3.12330, 1.11198, 1.70564)
H (-2.56006, -0.35191, -1.05462)
H (1.16865, -1.42487, 2.65026)
H (2.34888, -2.46257, 1.91258)
H (1.20337, -0.73126, -0.10148)
H (2.15127, 1.16729, 0.88822)
Br (-2.44149, -1.83743, -4.84297)
C (-1.12804, -2.63517, -3.64858)
C (-1.70612, -3.80341, -2.89612)
Br (-2.86692, -3.20707, -1.45316)
H (-0.77206, -1.84356, -2.99648)
H (-0.31712, -2.96274, -4.29506)
H (-0.91613, -4.37201, -2.41016)
H (-2.29346, -4.46665, -3.52137)
Br (0.78225, 2.79454, -0.08420)
C (0.44648, 4.70799, 0.11596)
C (0.25720, 5.09917, 1.55722)
Br (-1.50102, 4.60147, 2.21671)
H (-0.40996, 4.94089, -0.50710)
H (1.33160, 5.19069, -0.29185)
H (0.30236, 6.18040, 1.66297)
H (0.98344, 4.64114, 2.22005)

Cartesian forces, eV/Å:
0.2 -0.7 0.0
0.0 1.2 0.3
0.4 -0.8 0.3
0.6 -0.7 -0.4
-0.5 -0.9 -1.0
-0.2 0.0 0.9
-0.2 1.3 0.2
1.4 0.1 -0.1
-0.8 -0.3 0.7
0.2 0.2 0.0
-1.8 1.3 0.6
1.4 -0.1 1.5
0.1 0.9 -1.6
0.4 -2.0 -0.7
-0.1 0.3 0.2
-0.2 0.3 0.1
-0.3 0.1 -0.5
-0.3 0.1 -0.1
-0.2 -0.4 0.1
0.2 -0.1 -0.3
0.1 0.1 0.2
0.0 0.1 0.1
0.0 0.0 -0.3
0.1 0.1 0.3
-0.4 -0.3 -0.3
0.0 0.0 0.1
0.0 -0.1 0.0
0.0 0.0 0.0
0.0 0.0 -0.1
-0.4 0.4 -0.2
0.3 -0.1 -0.1
-0.2 0.1 0.0
0.1 0.1 0.1
-0.1 0.0 0.1
0.0 0.0 0.0
0.0 0.0 -0.1
0.0 0.0 0.0

Values from the calculation:
E_tot in Eh: -11725.46213
Orbital gap in Ha: 0.3652
Max |F| in eV Å⁻¹: 2.27
E_HOMO in eV: -9.62
Net charge: 0



Record 2
The following is a DFT calculation (ωB97M-V with the def2-TZVPD basis set) of C25H59Cl6F3N2O18P3V as an isolated structure at a distorted geometry.

Element x y z (Å)
O (-5.14466, -1.80565, 3.29224)
V (-5.70366, -1.36384, 1.87775)
O (-6.08046, -2.76779, 1.12395)
C (-1.23018, -0.59837, 0.23686)
O (-1.56169, -1.94480, 0.90622)
O (-2.50765, 0.02536, 0.27701)
C (0.04627, 0.18163, 0.83000)
F (0.10632, 0.06881, 2.12073)
F (1.24329, -0.36869, 0.36253)
F (0.01427, 1.47846, 0.60312)
C (-0.62529, -2.98177, 0.79083)
C (-1.41960, -4.12847, 1.30102)
H (-1.82050, -3.88132, 2.28402)
H (-2.19410, -4.54453, 0.65671)
H (-0.68307, -4.92793, 1.38161)
H (0.40038, -2.92875, 1.15591)
H (-0.45323, -3.22424, -0.25784)
H (-1.07072, -0.94957, -0.78261)
C (0.60225, 7.76168, -1.88042)
C (0.11430, 8.99420, -2.56769)
O (0.19117, 9.03888, -3.77048)
N (-0.64502, 9.85371, -1.85012)
C (-1.14262, 11.14714, -2.36177)
H (1.19826, 7.11340, -2.52277)
H (-0.17080, 7.42121, -1.19152)
H (1.36266, 8.15489, -1.20569)
H (-0.77971, 9.80070, -0.85054)
H (-1.87947, 10.91723, -3.13137)
H (-0.34961, 11.73097, -2.82908)
H (-1.48472, 11.56712, -1.41589)
C (6.22216, 4.10222, -2.30155)
C (6.48166, 5.51303, -1.95398)
O (6.58592, 5.93176, -0.80056)
N (6.28704, 6.34652, -2.89094)
C (6.31146, 7.84997, -2.81293)
H (6.60908, 3.46951, -1.50275)
H (6.69102, 3.79658, -3.23688)
H (5.24228, 3.63453, -2.39743)
H (5.55409, 6.02076, -3.50475)
H (5.31818, 8.29285, -2.73971)
H (6.66323, 8.22169, -3.77531)
H (7.00471, 8.09131, -2.00717)
C (-4.92419, 5.38205, -8.66613)
O (-4.31958, 4.22663, -8.16171)
P (-2.72474, 4.06210, -8.40489)
O (-1.86194, 5.11442, -7.87386)
O (-2.44311, 2.59522, -7.73893)
C (-2.01630, 2.61511, -6.37031)
O (-2.53943, 3.79219, -9.98779)
C (-3.15473, 2.72116, -10.65665)
H (-4.60663, 5.67551, -9.66669)
H (-4.81661, 6.21278, -7.96868)
H (-5.97504, 5.09831, -8.72360)
H (-1.76922, 3.54909, -5.86559)
H (-1.37708, 1.77593, -6.09595)
H (-2.94288, 2.43846, -5.82411)
H (-3.65929, 1.98251, -10.03380)
H (-2.56395, 2.24119, -11.43684)
H (-3.92692, 3.19915, -11.25943)
C (3.70468, 5.29652, 9.67028)
O (4.80481, 4.46111, 9.40188)
P (4.81661, 3.50324, 8.06869)
O (3.95662, 2.27275, 8.08153)
O (4.54994, 4.61888, 6.85473)
C (4.56948, 4.08085, 5.49515)
O (6.43189, 3.15220, 7.91593)
C (7.42728, 3.93724, 8.66383)
H (3.49563, 5.81921, 8.73690)
H (3.86036, 6.02955, 10.46183)
H (2.81126, 4.70046, 9.85634)
H (5.49969, 4.44190, 5.05646)
H (3.74651, 4.37198, 4.84242)
H (4.57855, 3.00157, 5.34286)
H (7.75361, 3.44274, 9.57875)
H (7.11920, 4.89427, 9.08489)
H (8.25950, 4.20121, 8.01126)
C (-6.16608, -6.76335, -7.24499)
O (-4.78406, -6.90070, -6.75171)
P (-4.36826, -6.85444, -5.13013)
O (-5.45302, -6.23040, -4.33911)
O (-3.87456, -8.33157, -4.64542)
C (-4.04447, -8.63300, -3.33671)
O (-2.98279, -6.06154, -5.04937)
C (-2.93310, -4.66656, -5.12262)
H (-6.31325, -7.66280, -7.84285)
H (-6.15697, -5.82782, -7.80427)
H (-6.85879, -6.55613, -6.42933)
H (-4.79443, -7.98165, -2.88792)
H (-3.19778, -8.26033, -2.76023)
H (-4.30775, -9.67344, -3.14630)
H (-3.77456, -4.10969, -4.71038)
H (-2.74588, -4.35435, -6.15003)
H (-2.04460, -4.33691, -4.58411)
Cl (-0.37428, -10.82233, 2.55844)
C (0.54576, -11.69678, 3.73612)
C (0.09590, -11.21558, 5.16030)
Cl (1.11562, -12.07021, 6.40554)
H (1.53504, -11.33483, 3.45606)
H (0.58790, -12.77366, 3.57282)
H (-0.93767, -11.30477, 5.49479)
H (0.32309, -10.15257, 5.24091)
Cl (-5.36243, -8.04706, 7.04103)
C (-4.38631, -6.91057, 6.10429)
C (-3.45138, -6.14749, 7.06053)
Cl (-4.35165, -5.44543, 8.36582)
H (-4.96983, -6.18452, 5.53819)
H (-3.86200, -7.49987, 5.35201)
H (-2.85812, -5.35222, 6.60922)
H (-2.79444, -6.82171, 7.61005)
Cl (2.74641, -5.36728, 6.00580)
C (3.03970, -3.73416, 5.34092)
C (4.03997, -3.00518, 6.04002)
Cl (5.68336, -3.73262, 5.92194)
H (2.12267, -3.16116, 5.20369)
H (3.31773, -3.98202, 4.31654)
H (3.82466, -3.05958, 7.10717)
H (4.10395, -1.99120, 5.64522)

Cartesian forces, eV/Å:
-1.0 1.0 -2.0
1.6 -4.6 -0.2
0.7 3.9 1.8
-4.0 -1.1 0.3
1.9 3.0 0.2
2.6 -0.3 0.4
-0.8 -1.7 -0.7
0.0 -0.6 2.1
-1.3 0.7 -0.1
0.2 0.5 -1.1
-1.1 -0.5 -1.8
1.0 -1.6 0.9
-0.1 -0.2 0.0
-0.1 0.7 -0.2
-0.2 -0.5 0.5
-0.2 0.7 1.0
0.1 0.3 -0.6
0.7 0.5 -0.3
1.2 1.4 1.6
-1.4 -1.8 -0.4
0.5 1.3 -1.3
0.1 1.2 0.5
0.6 -1.5 0.1
-1.0 -0.3 -0.1
0.1 -0.9 -0.5
0.3 -0.1 0.5
0.6 -0.7 -0.3
-0.4 0.5 0.3
0.0 0.1 0.2
-0.6 0.8 -0.8
1.0 -2.7 0.0
-1.9 -0.7 5.0
1.3 -1.0 0.5
-1.5 4.3 -5.4
0.4 -1.5 -0.2
0.5 0.1 0.0
0.4 0.2 0.0
-0.7 1.2 0.1
0.5 0.0 -0.7
-0.1 -0.2 0.7
0.4 -0.1 0.1
-0.4 0.3 -0.1
-1.4 0.6 0.0
2.1 -1.1 -0.1
0.3 -1.6 0.0
-0.5 0.1 -0.4
0.4 1.8 -0.8
-2.1 -0.6 1.7
0.7 0.3 1.8
-1.8 0.1 -1.3
0.3 -0.1 0.0
0.1 0.0 -0.1
-0.1 0.4 -0.1
1.0 0.3 -1.1
0.3 0.3 -0.7
-0.2 -0.6 0.3
0.4 0.0 0.3
0.8 0.0 0.7
-0.5 -0.1 0.0
-1.4 0.3 -1.3
0.9 -1.4 -1.2
0.7 -0.1 -0.1
1.5 2.4 -0.2
-0.4 -2.2 0.8
0.8 0.1 -0.6
-1.3 1.3 1.3
0.0 0.4 0.1
-0.2 0.5 0.2
0.5 -0.4 0.0
0.0 -0.1 0.4
-0.1 0.1 -0.1
-0.3 0.7 0.7
0.1 -0.2 1.0
0.1 -0.8 -0.5
-0.9 0.0 -0.6
-0.1 -0.6 -0.1
1.3 0.6 0.8
1.0 -0.3 2.4
-1.1 0.3 -1.2
0.6 -0.6 -0.3
-0.5 1.8 -4.0
-0.5 0.8 3.5
-0.8 -1.5 -0.1
0.9 1.5 -0.4
-0.5 0.3 0.1
0.0 -0.3 -0.5
0.0 -0.7 0.1
-0.7 -0.4 -0.1
0.7 -0.8 0.0
0.3 0.1 -0.3
-0.3 -0.5 0.0
-0.3 0.0 -0.2
0.0 -0.2 0.2
-1.4 0.3 -1.1
0.6 0.4 1.3
1.3 -0.2 -0.2
-0.4 0.3 -0.4
0.3 -0.2 1.0
-0.7 0.1 0.1
0.0 -0.6 -0.7
0.2 -0.1 0.0
-0.4 -0.2 -0.2
0.8 0.7 -0.1
0.5 -1.0 -0.2
-0.8 1.1 0.9
-0.5 -0.2 0.3
0.3 0.1 0.3
-0.2 -0.2 -0.3
0.2 -0.2 -0.6
-0.4 0.1 0.4
-1.6 -1.8 -2.7
1.8 0.9 1.7
-0.1 0.1 -0.2
-0.2 -0.2 0.7
0.3 0.3 -0.1
0.0 0.6 0.0
0.1 0.0 0.3

Values from the calculation:
E_tot in Eh: -7480.49492
Orbital gap in Ha: 0.1558
Max |F| in eV Å⁻¹: 7.10
E_HOMO in eV: -8.39
Net charge: 0



Record 3
The following is a DFT calculation (ωB97M-V with the def2-TZVPD basis set) of a single C9H7NO2 molecule at a distorted geometry.

Element x y z (Å)
N (-0.95385, 1.86744, -2.68038)
C (-0.45516, 1.21054, -1.88805)
C (0.19786, 0.38523, -0.92265)
C (-0.72012, -0.18897, 0.07687)
C (-2.01044, 0.14333, 0.38024)
C (-2.42164, -0.76544, 1.38503)
C (-1.35705, -1.57835, 1.61488)
O (-0.32065, -1.24059, 0.82658)
C (1.40441, -0.38183, -1.38538)
C (1.62956, 0.85121, -0.55410)
C (2.17449, 0.69193, 0.80988)
O (3.00797, 1.40603, 1.30259)
H (-2.58526, 0.93240, -0.05846)
H (-3.37956, -0.80600, 1.86072)
H (-1.20993, -2.39984, 2.28680)
H (1.66911, -0.34609, -2.43144)
H (1.57313, -1.33708, -0.90942)
H (1.97786, 1.74238, -1.06495)
H (1.77928, -0.18629, 1.35124)

Cartesian forces, eV/Å:
-0.3 0.3 -0.3
0.0 0.1 -0.1
0.8 -0.4 0.6
-1.0 0.4 0.0
0.8 -0.1 -0.3
0.4 -0.5 0.2
-0.9 0.1 0.4
0.5 0.0 -0.4
0.1 0.0 0.0
0.1 0.3 -0.5
-0.1 -0.4 0.4
-0.1 0.1 -0.2
-0.1 0.2 -0.2
-0.2 -0.1 0.2
0.1 -0.1 0.1
0.0 0.1 0.0
-0.1 0.0 0.1
-0.1 -0.1 0.0
0.1 0.0 0.1

Values from the calculation:
Energy relative to the best compared isomer or geometry (same formula, charge and spin) in kJ/mol: 281.6
E_tot in Eh: -552.31995
Orbital gap in Ha: 0.3564
SMILES: N#C[C@@]1(c2ccco2)C[C@@H]1C=O
Max |F| in eV Å⁻¹: 1.06
E_HOMO in eV: -9.05
Net charge: 0



Among the records above, which one has the lowest orbital gap? C25H59Cl6F3N2O18P3V



What is the net charge in the second record? 0